{"formula": "C6H15ClF2N2O7S2V", "method": "ωB97M-V/def2-TZVPD", "lumo_energy_ev": [2.4, 2.4], "multiplicity": 3, "homo_ev": [-2.88, -5.15], "total_charge": -1, "max_force_ev_per_a": 8.26, "orbital_gap_ev": [5.27, 7.54], "species": ["O", "O", "H", "F", "N", "F", "H", "S", "H", "H", "O", "H", "H", "O", "H", "C", "H", "H", "V", "H", "C", "C", "H", "H", "H", "H", "Cl", "C", "C", "C", "O", "O", "N", "O", "H", "S"], "coordinates": [[3.757, 1.222, -1.397], [0.076, 1.255, -0.444], [-1.626, 1.119, -1.558], [2.974, 1.720, 0.860], [2.323, -0.619, 0.085], [2.045, -2.788, -0.428], [-0.268, 1.198, -2.585], [3.635, 0.547, -0.106], [-1.166, -1.117, -2.650], [-3.482, -0.744, 1.046], [-1.575, 0.128, 1.479], [-1.637, 1.617, 3.012], [-2.829, 0.292, -0.159], [4.352, -2.244, -0.011], [0.374, -1.049, -2.265], [-2.243, 1.163, 2.228], [-2.021, -2.509, 0.672], [-1.080, 2.760, -0.056], [0.470, -0.478, 1.021], [0.487, 2.983, 0.701], [-2.018, -1.730, -0.091], [-0.591, 0.784, -1.630], [-2.768, -2.017, -0.827], [0.291, 3.239, -1.076], [-3.043, 0.710, 2.815], [-0.405, -2.497, -0.848], [0.420, -2.439, 2.692], [-0.007, 2.647, -0.211], [-0.568, -0.713, -1.833], [-2.544, -0.477, 0.559], [4.822, 0.249, 0.688], [3.123, -1.577, -2.125], [-0.653, -1.551, -0.594], [0.923, 0.652, 2.116], [-2.713, 1.917, 1.596], [3.166, -1.653, -0.675]], "atomic_forces_ev_per_a": [[-0.50, -1.66, 1.81], [1.17, -1.30, -1.53], [-0.32, 0.12, 0.09], [0.48, -1.28, -1.64], [3.89, 3.69, -0.53], [0.03, -0.49, -0.10], [0.72, 0.45, 0.17], [0.10, 5.34, 3.43], [-1.22, 0.68, 0.16], [0.03, 0.02, 0.55], [-2.50, -0.16, -0.44], [0.78, -0.14, -0.70], [0.12, 0.08, -0.26], [-2.51, 1.67, -1.85], [0.74, 0.61, 0.34], [-0.14, -0.69, 0.65], [0.39, -0.07, 0.02], [-0.31, 0.91, 0.05], [1.18, 0.08, 3.25], [0.37, -0.75, -0.16], [-0.14, 0.53, 0.95], [-1.03, 0.72, 0.19], [0.08, -0.06, -0.52], [0.25, -0.09, -0.07], [-0.32, -0.30, -0.15], [0.94, 0.00, 0.06], [-0.32, 0.24, -0.92], [-1.50, -0.10, -0.14], [1.81, -1.84, 0.48], [0.15, 0.85, 0.63], [-1.82, 0.10, -1.87], [0.64, 0.49, 1.09], [-1.64, 0.19, -1.05], [-0.60, 0.19, -0.38], [0.28, 0.10, -0.30], [0.74, -8.13, -1.28]], "mulliken_charge": [-0.56, 0.61, 0.47, -0.27, 0.25, -0.32, 0.48, 0.92, 0.44, 0.54, 0.15, 0.26, 0.31, -0.62, 0.32, -1.03, 0.44, 0.33, 0.67, 0.20, -0.99, -0.72, 0.36, 0.28, 0.34, 0.27, -0.63, -1.04, -0.97, -0.59, -0.56, -0.62, -0.08, -0.81, 0.36, 0.83]}

{"formula": "C3H2AlLiO3", "method": "ωB97M-V/def2-TZVPD", "lumo_energy_ev": [-12.3, -11.0], "homo_ev": [-18.05, -19.22], "total_charge": 2, "max_force_ev_per_a": 8.41, "relative_energy_kcal_mol": 102.1, "orbital_gap_ev": [5.79, 8.23], "species": ["C", "Li", "O", "H", "C", "O", "H", "C", "Al", "O"], "coordinates": [[1.656, -1.059, 0.449], [4.163, -0.944, -1.131], [2.557, -0.790, 1.504], [1.382, -2.237, 0.779], [3.641, -0.021, 1.418], [2.582, -2.274, -1.119], [0.663, -1.461, -1.358], [1.649, -1.369, -0.875], [4.280, 0.206, 3.011], [4.125, 0.271, 0.324]], "atomic_forces_ev_per_a": [[-1.05, -2.46, 6.85], [0.20, -0.48, -0.69], [-0.39, 0.55, -0.63], [-0.79, 3.29, -0.26], [-2.08, -1.00, -8.09], [-1.81, 4.49, -1.09], [0.42, 0.76, -0.57], [3.09, -6.27, -3.37], [2.61, 1.14, 6.50], [-0.21, -0.04, 1.34]], "mulliken_charge": [0.11, 0.94, -0.25, 0.34, 0.87, -0.56, 0.37, 0.00, 0.81, -0.63]}

{"formula": "C12H24Cl18FNO3", "method": "ωB97M-V/def2-TZVPD", "lumo_energy_ev": 0.2, "homo_ev": -10.33, "smiles": "COCN(F)C(=O)O.ClCCl.ClCCl.ClCCl.ClCCl.ClCCl.ClCCl.ClCCl.ClCCl.ClCCl", "max_force_ev_per_a": 0.75, "orbital_gap_ev": 10.55, "species": ["Cl", "H", "C", "Cl", "F", "N", "Cl", "Cl", "H", "H", "C", "Cl", "O", "C", "O", "Cl", "H", "H", "H", "Cl", "Cl", "C", "Cl", "Cl", "H", "Cl", "Cl", "Cl", "Cl", "C", "H", "H", "Cl", "H", "H", "Cl", "H", "H", "C", "H", "H", "Cl", "H", "C", "Cl", "H", "C", "H", "H", "O", "H", "H", "H", "C", "H", "C", "H", "C", "C"], "coordinates": [[-4.219, 0.692, 3.845], [8.276, -1.073, 0.098], [4.719, -0.873, -0.374], [-3.040, -0.608, -5.297], [2.474, -0.926, 0.024], [3.557, -1.705, -0.494], [-5.691, -1.361, 2.349], [10.630, -1.224, 0.059], [-4.774, -1.889, -6.224], [-5.607, -2.413, 6.112], [8.968, 0.237, -4.310], [8.946, 1.136, 0.537], [4.576, 0.446, -0.573], [9.074, -0.434, -0.260], [4.083, -1.536, -2.803], [0.233, 3.931, 2.434], [-4.989, -0.743, 5.966], [-1.684, 3.111, 3.515], [-4.656, -2.080, -4.445], [1.401, 1.786, -0.755], [-4.793, -1.337, -1.152], [-4.890, 0.212, 2.285], [7.568, 0.512, -3.264], [-5.705, -3.749, -2.532], [3.819, 0.852, -0.132], [-7.308, 2.192, 5.195], [-1.697, 1.932, 1.491], [-7.131, -0.827, 6.925], [0.039, 1.647, -3.352], [-6.441, 2.907, 6.555], [0.049, 3.400, -1.788], [8.979, -0.283, -1.324], [8.698, -1.068, -5.469], [2.176, -1.736, -2.027], [9.165, 1.149, -4.860], [-5.945, -0.230, -5.044], [-6.868, -1.747, -2.155], [-7.155, 3.424, 7.183], [3.521, -0.602, -3.720], [-5.617, 0.956, 1.983], [-0.882, 1.983, -1.218], [-4.563, -1.666, 8.080], [2.630, -0.125, -3.305], [3.200, -2.081, -1.875], [-5.210, 4.069, 6.036], [4.262, 0.167, -3.922], [-5.509, -1.451, 6.599], [3.224, -3.166, -1.934], [-0.375, 1.891, 3.426], [5.762, -1.377, -0.110], [-5.949, 2.108, 7.098], [3.268, -1.106, -4.654], [-6.642, -2.697, -0.651], [0.016, 2.320, -1.719], [-4.072, 0.148, 1.577], [-4.624, -1.389, -5.275], [9.814, -0.031, -3.686], [-6.182, -2.345, -1.566], [-0.910, 2.671, 2.897]], "atomic_forces_ev_per_a": [[0.11, 0.05, 0.09], [0.01, 0.03, 0.06], [0.10, -0.05, 0.27], [-0.01, 0.01, 0.01], [0.03, 0.15, -0.19], [-0.51, -0.03, 0.54], [-0.07, -0.05, 0.12], [-0.01, 0.01, -0.01], [-0.01, 0.01, 0.00], [0.00, -0.01, 0.01], [0.02, 0.03, 0.00], [-0.01, 0.02, 0.00], [0.34, 0.28, 0.23], [-0.04, -0.15, 0.09], [-0.04, 0.03, -0.03], [0.00, 0.00, 0.00], [-0.05, -0.02, -0.01], [0.00, 0.00, 0.00], [0.07, -0.07, 0.00], [-0.11, 0.06, -0.03], [0.09, 0.07, -0.07], [0.02, 0.03, -0.15], [-0.10, 0.04, -0.10], [-0.04, -0.06, 0.01], [-0.26, -0.41, -0.25], [-0.10, 0.13, -0.11], [-0.03, -0.02, -0.08], [0.01, -0.06, 0.06], [0.00, -0.01, -0.02], [0.04, -0.08, 0.04], [0.00, 0.00, -0.02], [0.05, 0.03, -0.01], [-0.01, -0.01, 0.00], [-0.06, -0.03, 0.07], [-0.01, 0.00, -0.01], [-0.02, 0.01, 0.01], [0.00, -0.01, -0.01], [0.00, 0.02, -0.02], [-0.02, 0.06, 0.03], [-0.02, 0.00, 0.03], [0.00, 0.00, -0.01], [0.00, 0.00, 0.00], [0.02, 0.02, -0.01], [0.11, 0.02, -0.19], [0.01, 0.00, -0.01], [0.10, -0.01, 0.02], [0.04, -0.03, 0.00], [0.16, -0.07, 0.01], [0.01, 0.00, -0.01], [0.31, -0.04, -0.45], [0.00, 0.00, 0.00], [-0.06, 0.00, -0.02], [0.04, 0.00, 0.02], [0.02, 0.06, 0.01], [-0.01, -0.01, 0.00], [0.00, 0.03, 0.05], [-0.01, -0.02, 0.00], [-0.05, 0.05, -0.02], [-0.03, -0.01, 0.06]], "mulliken_charge": [-0.15, 0.14, 0.63, -0.13, -0.22, 0.01, -0.18, -0.19, 0.32, 0.31, -0.29, -0.17, -0.38, 0.68, -0.31, -0.15, -0.24, 0.25, -0.08, -0.07, -0.10, -0.10, -0.09, -0.17, 0.26, -0.13, -0.08, -0.15, -0.16, -0.22, 0.33, -0.44, -0.16, 0.43, 0.31, -0.16, 0.29, 0.35, -0.35, 0.33, 0.11, -0.16, 0.09, -0.44, -0.16, 0.17, 0.24, 0.27, 0.30, -0.46, 0.15, 0.28, 0.28, -0.22, 0.10, 0.06, 0.23, -0.31, -0.30]}